Entry 1:
The following is a DFT calculation (ωB97M-V/def2-TZVPD) of one molecule with the formula C4H8O.

Calculated values
**SMILES**: COC1CC1
**Energy above the lowest of the compared OMol25 structures with the same formula, charge and spin**: 1.616 eV
**Charge**: 0

Element x y z (Å)
C1 -1.72 0.90 -0.30
O1 -0.36 0.79 -0.63
H1 -2.21 1.51 -1.08
C2 1.65 -0.58 0.05
H2 0.32 -1.76 1.47
C3 0.40 -1.31 0.47
H3 -1.86 1.41 0.69
H4 -2.16 -0.14 -0.30
H5 -0.13 -1.88 -0.32
H6 1.86 -0.62 -1.03
H7 0.38 0.74 1.29
C4 0.36 0.15 0.38
H8 2.51 -0.51 0.71

Mulliken atomic charge list, values in e, 2 entries:
1 C -0.626
2 O -0.367


Entry 2:
The following is a DFT calculation (ωB97M-V/def2-TZVPD) of an isolated ion of composition C14H24IN5O2P and charge +1.

Calculated values
**SMILES**: C=Cn1c(N(CCC(N)=O)C[C@H](C)I)nc(P(C)C)[n+]1CC=O
**Charge**: +1

Element x y z (Å)
H1 2.48 -0.86 -3.93
H2 1.56 -0.30 -5.44
C1 0.08 0.78 2.54
C2 0.00 -4.26 -0.85
N1 -0.08 0.18 -1.18
C3 -2.10 2.12 -0.03
C4 1.60 -0.32 -4.34
H3 -2.30 -0.52 -3.90
H4 -4.52 1.55 0.95
H5 1.61 0.71 -3.94
N2 0.57 -1.20 0.33
C5 -3.20 3.00 0.60
C6 0.99 -2.02 1.44
N3 -4.58 2.48 0.50
H6 -1.24 0.01 -5.30
P1 0.09 -1.20 -3.66
I1 2.78 2.08 1.55
H7 2.72 2.09 4.49
O1 0.25 -5.19 -0.18
H8 -4.69 2.26 -0.50
H9 -2.46 1.08 -0.08
C7 -0.71 2.25 0.66
H10 -1.96 2.46 -1.08
C8 1.69 1.71 4.34
H11 1.02 2.59 4.34
C9 2.27 -2.27 1.73
N4 -0.15 0.94 1.11
H12 -0.22 -0.21 2.93
C10 0.23 -0.95 -1.83
H13 1.23 -3.21 -2.27
H14 2.05 -3.44 -0.73
C11 0.08 0.07 0.15
C12 1.08 -3.18 -1.17
H15 -1.01 -4.17 -1.31
C13 1.59 0.95 2.98
H16 0.02 2.73 -0.01
H17 -1.22 0.92 -3.79
C14 -1.32 -0.11 -4.20
H18 3.07 -1.51 1.71
N5 0.64 -1.82 -0.87
H19 0.23 -2.46 2.10
H20 1.46 1.06 5.20
H21 -0.77 2.92 1.54
O2 -3.02 4.04 1.11
H22 -0.48 1.52 3.14
H23 2.09 -0.02 3.11
H24 2.58 -3.29 2.03

Mulliken atomic charge list, values in e, 2 entries:
1 H 0.301
2 H 0.410


Entry 3:
The following is a DFT calculation (ωB97M-V/def2-TZVPD) of a 2-piece molecular cluster, CH3ClN2O2 overall.

Calculated values
**SMILES**: C=[NH+][O-].O=NCl
**Energy above the lowest of the compared OMol25 structures with the same formula, charge and spin**: 3.046 eV
**Charge**: 0

Element x y z (Å)
Cl1 -2.41 -2.13 -0.24
O1 0.07 -2.41 -0.99
H1 0.94 -0.14 1.03
N1 -0.57 -1.53 -0.66
N2 0.96 0.68 0.49
O2 2.07 0.88 -0.07
H2 0.08 2.20 -0.48
C1 -0.12 1.32 0.21
H3 -1.01 1.14 0.70

Mulliken atomic charge list, values in e, 2 entries:
1 Cl -0.221
2 O -0.156


Number 1: lowest unoccupied orbital energy 0.0445 Eh. Number 2: lowest unoccupied orbital energy -0.1300 Eh. Number 3: lowest unoccupied orbital energy -0.0614 Eh.